No. 1
99
Properties=species:S:1:pos:R:3 method="wB97M-V/def2-TZVPD" homo_energy_ev=-9.39 energy_ha=-2228.9378 total_charge=0 e_above_lowest_kj_mol=333.0 molar_mass_g_mol=632.7 smiles="CCOC(=O)OC.CCOC(=O)OC.CCOC(=O)OC.CCOC(=O)OC.C1CCOC1.C1CCOC1.C1CCOC1" gap_ev=9.6
C -2.5792 -4.0787 -10.2599
C -1.5682 -3.5302 -9.2278
O -2.2655 -2.9371 -8.1262
C -1.8628 -1.6517 -7.6485
O -0.9483 -0.9138 -8.1032
O -2.5496 -1.3604 -6.5271
C -2.5279 -0.0782 -5.9714
H -3.3370 -4.7308 -9.8255
H -2.1728 -4.6488 -11.0953
H -3.0752 -3.2443 -10.7557
H -0.7806 -2.9697 -9.7313
H -1.1008 -4.4120 -8.7897
H -3.5317 0.2948 -5.7679
H -2.0209 0.7011 -6.5405
H -2.0131 -0.0488 -5.0111
C -5.2334 -5.3957 4.7000
C -3.8819 -4.5934 4.9182
O -2.9630 -5.3437 5.7235
C -1.7463 -4.9455 5.9437
O -1.2750 -3.9078 5.4984
O -1.0135 -5.8940 6.5722
C 0.4293 -5.8576 6.7304
H -6.0478 -4.8165 4.2647
H -5.6205 -5.6890 5.6758
H -5.0272 -6.3362 4.1892
H -4.0716 -3.6998 5.5129
H -3.5131 -4.3065 3.9334
H 0.7104 -5.5394 5.7265
H 0.8280 -6.8562 6.9088
H 0.9114 -5.1595 7.4148
C -0.3287 4.7878 -1.1791
C 0.5518 5.8338 -0.5098
O 1.0879 5.3852 0.7814
C 2.3810 5.2459 1.0266
O 3.3554 5.6137 0.3559
O 2.5028 4.4638 2.1613
C 3.7271 3.8148 2.4665
H 0.2583 3.8840 -1.3418
H -0.8138 5.0607 -2.1163
H -1.1008 4.4728 -0.4772
H -0.1572 6.6502 -0.3726
H 1.3163 6.1784 -1.2062
H 4.5243 4.5363 2.6455
H 4.1270 3.2090 1.6532
H 3.6707 3.2123 3.3731
C -2.8445 6.7793 10.0288
C -3.1890 5.3092 9.9523
O -2.3500 4.7465 8.9180
C -2.3695 3.4069 8.7452
O -2.8509 2.5501 9.4720
O -1.7036 3.1245 7.6362
C -1.5476 1.8309 7.2021
H -1.7780 6.8601 9.8187
H -3.0464 7.3091 10.9597
H -3.2537 7.3558 9.1992
H -4.2430 5.0988 9.7709
H -2.8915 4.8825 10.9102
H -1.0053 1.2314 7.9332
H -0.9736 2.0193 6.2948
H -2.5125 1.3397 7.0763
C 2.9701 3.6609 -5.3069
C 4.2153 4.1415 -4.6852
C 4.7073 3.0474 -3.7430
O 4.3030 1.8564 -4.4680
C 3.2766 2.1482 -5.4290
H 2.7441 4.0423 -6.3027
H 2.1332 3.9144 -4.6562
H 3.9944 5.0379 -4.1058
H 4.9468 4.3833 -5.4562
H 4.2984 3.1934 -2.7432
H 5.7972 3.0450 -3.7587
H 2.3868 1.5650 -5.1918
H 3.6704 1.8842 -6.4105
C 1.0840 -4.0154 -3.7145
C 1.0751 -5.5207 -3.7987
C 1.6069 -5.8353 -5.2230
O 1.6804 -4.5340 -5.8879
C 1.9337 -3.5366 -4.9031
H 1.4574 -3.7052 -2.7386
H 0.0722 -3.6377 -3.8620
H 0.1256 -5.9844 -3.5313
H 1.8318 -5.9411 -3.1363
H 1.1512 -6.6219 -5.8245
H 2.6497 -6.1499 -5.1829
H 1.7352 -2.5426 -5.3041
H 2.9968 -3.6760 -4.7069
C 0.2693 0.3084 1.0211
C 0.1786 -0.9540 1.8206
C 1.6215 -1.0929 2.4068
O 2.4332 -0.5414 1.3132
C 1.6456 0.3011 0.4567
H 0.1367 1.2576 1.5402
H -0.5163 0.3244 0.2656
H -0.0798 -1.8263 1.2203
H -0.5879 -0.8361 2.5866
H 1.9302 -2.1078 2.6575
H 1.6914 -0.5244 3.3342
H 1.6194 -0.0522 -0.5741
H 2.1196 1.2810 0.5129



No. 2
105
Properties=species:S:1:pos:R:3 method="wB97M-V/def2-TZVPD" homo_energy_ev=-10.47 energy_ha=-2680.3847 total_charge=0 e_above_lowest_kj_mol=592.3 molar_mass_g_mol=728.7 smiles="CCOC(=O)OC.CCOC(=O)OC.CCOC(=O)OC.CCOC(=O)OC.CCOC(=O)OC.CCOC(=O)OC.CCOC(=O)OC" gap_ev=10.8
C -6.7640 10.0552 2.5998
C -5.9143 10.4169 1.4599
O -5.1497 11.5166 2.0001
C -3.9983 11.1972 2.6003
O -3.2430 10.2036 2.4515
O -3.6930 12.2525 3.4637
C -2.5468 12.2178 4.2551
H -6.1161 9.5839 3.3388
H -7.5932 9.3909 2.3568
H -7.2210 10.9310 3.0605
H -6.5296 10.7585 0.6275
H -5.2752 9.6179 1.0840
H -1.7243 12.2344 3.5401
H -2.5367 11.4022 4.9782
H -2.6692 13.1879 4.7367
C -5.6703 -6.3080 2.2179
C -6.0355 -7.5079 1.3552
O -6.5824 -8.5375 2.2201
C -6.8236 -9.7616 1.6787
O -6.6324 -10.1470 0.4376
O -7.3271 -10.6421 2.6602
C -7.7183 -12.0406 2.4850
H -5.1187 -5.5931 1.6073
H -5.1997 -6.7124 3.1141
H -6.6013 -5.8618 2.5677
H -5.0477 -7.7941 0.9940
H -6.7481 -7.1083 0.6337
H -8.2176 -12.0741 1.5166
H -8.3503 -12.2692 3.3431
H -6.8696 -12.7080 2.3356
C -2.8848 3.3824 -0.3851
C -2.0131 3.5335 0.8979
O -1.0268 2.4723 0.8957
C -1.1185 1.2067 1.2089
O -2.1016 0.6109 1.5977
O 0.1709 0.6517 1.2345
C 0.1832 -0.8106 1.0843
H -3.2866 2.3692 -0.3714
H -2.3440 3.4685 -1.3276
H -3.7815 4.0020 -0.3920
H -2.6795 3.3350 1.7373
H -1.5868 4.5280 1.0300
H -0.7403 -1.3779 1.2000
H 0.9377 -1.3066 1.6950
H 0.6556 -1.0314 0.1271
C 1.3348 -10.9047 2.7004
C 2.3250 -10.7485 3.9417
O 2.4411 -9.4128 4.3893
C 3.2231 -8.4683 3.8325
O 3.2114 -7.2796 4.1715
O 4.0579 -8.9531 2.7880
C 4.9878 -8.1768 2.0220
H 1.5756 -11.8059 2.1366
H 1.4935 -10.0755 2.0109
H 0.2767 -10.8186 2.9477
H 3.2986 -11.1920 3.7331
H 1.8544 -11.3443 4.7239
H 5.4735 -7.5299 2.7527
H 4.4298 -7.4721 1.4055
H 5.6730 -8.8279 1.4792
C 0.3284 -6.6950 -5.5319
C 1.0896 -6.1144 -4.2941
O 0.2302 -5.2901 -3.5377
C -0.2209 -4.1264 -3.9641
O 0.2772 -3.4595 -4.8613
O -1.3162 -3.8023 -3.2314
C -2.1876 -2.7337 -3.5593
H -0.6493 -7.1019 -5.2737
H 0.9438 -7.5668 -5.7542
H 0.4183 -6.1657 -6.4805
H 1.9201 -5.4991 -4.6403
H 1.6030 -6.8267 -3.6481
H -2.3901 -2.1440 -2.6652
H -3.1330 -3.0575 -3.9946
H -1.7395 -2.0562 -4.2862
C 4.3933 1.9931 -4.4933
C 3.7087 2.6967 -5.7000
O 4.1795 4.0311 -5.9187
C 4.0909 4.6474 -7.0377
O 3.5844 4.2361 -8.0559
O 4.8276 5.7728 -6.9257
C 4.9691 6.7512 -7.9057
H 3.9669 2.4202 -3.5856
H 5.4726 2.0703 -4.6243
H 4.2576 0.9119 -4.4649
H 2.6325 2.8186 -5.5775
H 3.9365 2.0859 -6.5735
H 4.9832 7.6318 -7.2635
H 4.1435 6.7999 -8.6156
H 5.8884 6.6076 -8.4733
C 5.0364 5.1284 4.0644
C 4.9353 5.0727 2.6068
O 5.8745 5.8142 1.9330
C 5.7147 7.1027 1.8701
O 4.8306 7.8128 2.4374
O 6.7411 7.5236 1.1165
C 6.9724 8.8066 0.5876
H 4.3039 4.4114 4.4350
H 4.9146 6.1444 4.4400
H 6.0135 4.6832 4.2514
H 3.9160 5.3733 2.3644
H 5.0505 4.0165 2.3635
H 6.1873 9.5626 0.5721
H 7.4562 8.5852 -0.3637
H 7.7219 9.2031 1.2725



No. 3
119
Properties=species:S:1:pos:R:3 method="wB97M-V/def2-TZVPD" homo_energy_ev=-10.25 energy_ha=-5025.5512 total_charge=0 e_above_lowest_kj_mol=297.9 molar_mass_g_mol=1017.0 smiles="O=S1(=O)OCCO1.O=S1(=O)OCCO1.O=S1(=O)OCCO1.O=S1(=O)OCCO1.CCOC(=O)OC.CCOC(=O)OC.CCOC(=O)OC.CCOC(=O)OC.CCOC(=O)OC" gap_ev=10.4
O -21.9290 -11.1405 4.2342
S -20.8276 -10.3173 3.7662
O -19.5405 -10.6177 4.3223
O -20.8499 -10.3273 2.1281
C -21.7291 -9.3089 1.6724
C -21.4549 -8.1661 2.6668
O -21.0970 -8.7521 3.9408
H -21.4858 -8.9823 0.6628
H -22.7199 -9.7637 1.5846
H -22.2985 -7.4891 2.7505
H -20.4895 -7.7559 2.3701
O -14.4941 -6.6280 2.1685
S -13.6156 -5.5717 2.5624
O -14.1843 -4.2235 2.5431
O -12.8908 -5.9575 4.0004
C -11.4664 -6.0270 3.8536
C -11.1037 -5.4446 2.4888
O -12.2559 -5.6645 1.6864
H -11.1439 -5.4488 4.7169
H -11.1853 -7.0795 3.8543
H -10.2173 -5.9712 2.1381
H -10.7979 -4.3975 2.4988
O -21.5225 -10.6252 -1.9608
S -22.6393 -10.3637 -2.7963
O -22.4106 -9.5857 -3.9606
O -23.4354 -11.7086 -3.2406
C -24.4145 -12.1229 -2.3242
C -24.9995 -10.7467 -1.9184
O -23.9533 -9.7769 -2.0118
H -25.1857 -12.7120 -2.8147
H -24.0102 -12.6951 -1.4880
H -25.3985 -10.7933 -0.9049
H -25.8397 -10.4650 -2.5513
O -20.8509 -7.2521 -2.8037
S -21.0552 -6.3542 -1.7142
O -21.1359 -6.8166 -0.3671
O -20.0577 -5.0872 -1.8271
C -20.7410 -3.8857 -2.2017
C -22.1639 -4.0828 -1.7153
O -22.3806 -5.4427 -2.0260
H -20.2567 -2.9682 -1.8784
H -20.7223 -3.9516 -3.2924
H -22.9420 -3.3998 -2.0470
H -22.2539 -4.0591 -0.6210
C -14.4083 0.8765 -1.8669
C -14.6593 -0.5476 -2.2971
O -15.4380 -0.6470 -3.4797
C -16.7576 -0.7748 -3.3715
O -17.3919 -0.8042 -2.3540
O -17.2365 -0.7806 -4.6190
C -18.6146 -0.7136 -4.8571
H -13.8153 0.8861 -0.9497
H -15.3324 1.3517 -1.5264
H -13.9313 1.4774 -2.6373
H -14.9849 -1.1808 -1.4763
H -13.7034 -0.9733 -2.6113
H -18.8214 -0.6600 -5.9228
H -19.0979 0.1729 -4.4354
H -19.1802 -1.5427 -4.4261
C -16.1925 -12.5987 0.4220
C -16.1914 -13.5438 1.5886
O -15.4173 -14.7239 1.3068
C -15.9876 -15.7258 0.6227
O -16.9785 -15.7404 -0.0468
O -15.2532 -16.8364 0.8330
C -15.4990 -17.8834 -0.1130
H -15.2416 -12.0576 0.4374
H -16.9556 -11.8250 0.4878
H -16.2539 -13.1592 -0.5069
H -17.2014 -13.9221 1.7848
H -15.9110 -13.1647 2.5694
H -15.2990 -17.6073 -1.1480
H -16.5442 -18.1939 -0.1302
H -14.8736 -18.6944 0.2466
C -19.3167 -1.0256 2.7325
C -18.5435 -0.1039 1.7822
O -17.1770 -0.4501 1.7293
C -16.3003 -0.1474 2.6731
O -16.6002 0.3909 3.7046
O -15.0462 -0.4983 2.3480
C -14.8140 -1.2430 1.1351
H -20.3965 -0.9722 2.6019
H -18.9709 -0.9556 3.7595
H -19.0817 -1.9991 2.2905
H -18.6102 0.9609 2.0078
H -18.9756 -0.3359 0.8094
H -15.3684 -0.7817 0.3231
H -14.8947 -2.3065 1.3328
H -13.8037 -0.9391 0.8513
C -20.7710 -13.9812 -1.6234
C -19.4825 -14.0789 -2.3560
O -18.6679 -12.9445 -1.9969
C -17.7943 -12.4525 -2.8718
O -17.5794 -12.8896 -3.9780
O -17.2607 -11.3711 -2.3601
C -16.3138 -10.6143 -3.0219
H -21.4038 -13.1519 -1.9369
H -20.5210 -13.8305 -0.5683
H -21.3434 -14.9095 -1.6086
H -19.6550 -14.0864 -3.4328
H -18.8532 -14.9070 -2.0273
H -16.7394 -9.7379 -3.5246
H -15.6862 -11.1330 -3.7444
H -15.6832 -10.0750 -2.3109
C -17.5057 -3.5617 0.1007
C -16.6692 -4.8104 0.4209
O -16.8528 -5.8548 -0.5511
C -17.7466 -6.7965 -0.2374
O -18.3066 -6.8980 0.8217
O -17.7753 -7.6532 -1.2657
C -18.6667 -8.7247 -1.1593
H -18.5427 -3.7619 0.4010
H -17.5368 -3.2435 -0.9381
H -17.2828 -2.7692 0.8153
H -16.8055 -5.1997 1.4237
H -15.6475 -4.5668 0.1237
H -19.5856 -8.5389 -0.6043
H -18.2716 -9.5976 -0.6319
H -19.0018 -9.0398 -2.1456



No. 4
119
Properties=species:S:1:pos:R:3 method="wB97M-V/def2-TZVPD" homo_energy_ev=-10.76 energy_ha=-5025.6511 total_charge=0 e_above_lowest_kj_mol=35.8 molar_mass_g_mol=1017.0 gap_ev=10.7
C 0.7559 -1.0578 -3.3912
C -0.4259 -1.7297 -4.0332
O -1.0113 -0.7847 -4.9251
C -2.2045 -1.0640 -5.4401
O -2.8916 -2.0155 -5.1865
O -2.5119 -0.0570 -6.2615
C -3.5867 -0.2278 -7.1552
H 1.4103 -0.5791 -4.1197
H 1.3103 -1.7897 -2.8053
H 0.3906 -0.2707 -2.7297
H -1.1591 -2.0282 -3.2812
H -0.1301 -2.6341 -4.5716
H -4.5299 0.0844 -6.6887
H -3.7466 -1.2750 -7.4128
H -3.4548 0.3897 -8.0368
C 0.6640 -0.7237 0.3139
C -0.8101 -0.5420 0.5325
O -1.3201 -0.1936 -0.7558
C -2.5444 0.2972 -0.8911
O -3.3214 0.5368 0.0004
O -2.7669 0.4551 -2.1959
C -3.9942 1.0872 -2.5409
H 1.1479 0.1516 -0.1319
H 0.8168 -1.5224 -0.4151
H 1.2537 -0.8679 1.2177
H -1.0091 0.2398 1.2663
H -1.2452 -1.4678 0.9126
H -4.0865 2.0512 -2.0331
H -4.8806 0.5236 -2.2529
H -3.9451 1.2415 -3.6136
C -0.4115 -0.1927 6.1540
C -0.2852 0.2442 4.7222
O -1.2424 -0.4118 3.8770
C -2.4305 0.1689 3.7168
O -2.7999 1.2497 4.0739
O -3.1816 -0.7406 3.0712
C -4.5317 -0.3795 2.8444
H -1.3380 0.2050 6.5784
H 0.4076 0.1657 6.7755
H -0.4319 -1.2787 6.2575
H 0.7032 0.0079 4.3253
H -0.3585 1.3291 4.6274
H -4.9037 -0.9432 1.9972
H -4.6630 0.6900 2.6775
H -5.1395 -0.5804 3.7323
C -1.4239 2.9224 -4.7310
C 0.0598 2.9985 -5.0217
O 0.6126 4.2584 -4.5974
C 0.9434 4.3493 -3.3196
O 0.7975 3.4680 -2.5000
O 1.4026 5.5699 -3.0894
C 1.7312 5.8786 -1.7292
H -1.8276 2.0349 -5.2256
H -1.9422 3.7018 -5.2978
H -1.6127 2.9324 -3.6623
H 0.2234 2.9514 -6.0962
H 0.6159 2.1947 -4.5417
H 2.0623 5.0101 -1.1663
H 0.8319 6.2281 -1.2176
H 2.4796 6.6606 -1.7620
C 9.4563 -3.3294 2.3541
C 8.8913 -2.0264 2.9125
O 7.6844 -1.6461 2.2634
C 6.5779 -2.2688 2.6667
O 6.4679 -2.9719 3.6362
O 5.5981 -1.9652 1.8201
C 4.3377 -2.5735 2.0493
H 8.6400 -4.0125 2.1362
H 10.0611 -3.7909 3.1385
H 10.1277 -3.1417 1.5197
H 9.6206 -1.2231 2.8517
H 8.6892 -2.1532 3.9782
H 3.6230 -2.3795 1.2569
H 3.9199 -2.2619 3.0079
H 4.5009 -3.6510 2.1459
C -6.7515 -1.4036 -1.0644
C -7.1948 -2.8388 -1.3002
O -8.2106 -2.7783 -2.3073
S -8.8244 -1.3142 -2.4654
O -10.1720 -1.3555 -2.0377
O -8.4942 -0.7632 -3.7222
O -7.9253 -0.6271 -1.3517
H -5.9836 -1.0289 -1.7443
H -6.4387 -1.2112 -0.0431
H -7.6895 -3.2292 -0.4067
H -6.4195 -3.5368 -1.6002
C -2.0318 3.4400 1.4247
C -1.1217 3.5122 0.2196
O 0.1702 3.8864 0.7153
S 0.0156 4.4896 2.2189
O 0.5333 5.8022 2.2719
O 0.4376 3.5091 3.1438
O -1.5643 4.5979 2.1660
H -1.8355 2.5332 1.9984
H -3.0889 3.5778 1.2393
H -1.4452 4.1873 -0.5735
H -1.0273 2.5317 -0.2570
C 4.6955 1.6255 -0.7060
C 3.7004 2.7356 -0.4426
O 3.4839 2.6343 0.9808
S 3.9660 1.2305 1.5675
O 2.8913 0.6050 2.2241
O 5.2118 1.3637 2.2172
O 4.2082 0.5670 0.1239
H 5.6772 1.9521 -0.3584
H 4.7219 1.2873 -1.7359
H 2.7338 2.6913 -0.9427
H 4.1693 3.6980 -0.6535
C 0.5788 -4.2383 2.6960
C 1.7531 -5.2288 2.7399
O 2.6100 -4.6459 3.7578
S 1.6672 -4.1845 4.9456
O 2.2660 -3.1149 5.6277
O 1.1600 -5.3170 5.6302
O 0.5008 -3.6372 3.9869
H -0.3602 -4.6912 2.3907
H 0.8380 -3.4455 1.9899
H 2.3870 -5.1408 1.8628
H 1.4855 -6.2515 2.9893